Entry 1:
Formula: C4H11N2O
Source: the Open Molecules 2025 dataset
Level of theory: ωB97M-V/def2-TZVPD

Summary:
- net charge = +1
- gap between HOMO and LUMO (eV) = 12.0
- calculated total energy (eV) = -9344.7523
- HOMO (eV) = -15.1
- largest force on an atom (eV Å⁻¹) = 3.98
- energy above the lowest of the compared OMol25 structures with the same formula, charge and spin (kcal/mol) = 94.7

Last column: Mulliken charge in e.
Positions of all 18 atoms, in Å:
C 2.686 1.096 -0.709  -0.2065
C 1.498 1.094 -1.380  0.4291
C -2.234 -1.188 0.125  -0.9612
C -0.367 -0.371 1.719  -0.9358
N 0.269 0.817 -1.357  -0.5044
N -0.812 -0.973 0.433  -0.2262
O 2.283 2.115 -1.697  -0.3627
H 2.692 1.567 0.253  0.2706
H 3.417 0.611 -1.191  0.2855
H -2.949 -0.496 0.557  0.3288
H -2.399 -0.938 -0.887  0.3834
H -2.483 -2.172 0.258  0.3767
H -0.744 0.654 1.778  0.3692
H -0.711 -0.864 2.601  0.3899
H 0.679 -0.258 1.690  0.3390
H -0.191 -1.776 0.272  0.3775
H -0.309 1.232 -2.055  0.1855
H -0.328 -0.151 -0.412  0.4616

---

Entry 2:
Formula: C34H36ClIrN4O6PS3Se2
Source: the Open Molecules 2025 dataset
Level of theory: ωB97M-V/def2-TZVPD

Summary:
- gap between HOMO and LUMO (spin up / spin down) (eV) = 7.7 / 5.8
- calculated total energy (eV) = -241936.1197
- ⟨S²⟩ = 0.75
- HOMO (spin up / spin down) (eV) = -7.8 / -7.8
- largest force on an atom (eV Å⁻¹) = 0.61
- energy above the lowest of the compared OMol25 structures with the same formula, charge and spin (kcal/mol) = 0.0
- 2S+1 = 2

Last column: Mulliken spin population.
Positions of all 88 atoms, in Å:
Ir 1.586 -0.176 -0.087  -0.0035
Se 2.747 -0.893 1.955  0.0009
P 0.999 -2.144 2.366  -0.0060
Se -0.057 -2.132 0.476  0.0368
C 1.479 -3.803 2.896  -0.0013
C 1.471 -4.868 2.003  0.0025
C 1.895 -6.121 2.420  0.0010
C 2.335 -6.308 3.722  -0.0002
C 2.347 -5.244 4.615  0.0001
C 1.916 -3.993 4.207  -0.0003
C -0.005 -1.509 3.732  -0.0079
C -1.271 -2.060 3.926  0.0081
C -2.077 -1.589 4.947  -0.0010
C -1.623 -0.571 5.778  -0.0001
C -0.363 -0.027 5.590  -0.0001
C 0.450 -0.495 4.564  0.0051
H 1.134 -4.711 0.985  -0.0034
H 1.885 -6.951 1.726  0.0000
H 2.667 -7.286 4.044  0.0000
H 2.688 -5.391 5.631  0.0000
H 1.914 -3.167 4.908  -0.0001
H -1.630 -2.841 3.265  0.0040
H -3.063 -2.011 5.093  0.0001
H -2.257 -0.200 6.573  -0.0001
H -0.010 0.767 6.235  -0.0001
H 1.430 -0.063 4.400  -0.0005
Cl 3.152 0.122 -3.861  0.0000
C 2.030 -1.210 -3.774  -0.0002
C 1.352 -1.532 -4.939  0.0002
C 0.470 -2.600 -4.947  -0.0002
C 0.305 -3.352 -3.793  0.0003
C 0.998 -3.012 -2.643  0.0006
C 1.858 -1.911 -2.582  -0.0016
C 2.547 -1.565 -1.296  0.0014
H 1.529 -0.949 -5.833  0.0000
H -0.061 -2.854 -5.856  0.0000
H -0.354 -4.211 -3.791  0.0000
H 0.873 -3.611 -1.751  -0.0012
H 3.549 -1.184 -1.488  0.0003
H 2.638 -2.473 -0.699  -0.0008
O -3.460 -0.852 1.153  0.2492
N -2.887 0.138 1.444  0.4117
O -1.771 0.339 1.802  0.2915
N 2.122 3.009 -1.963  0.0000
C 3.264 2.543 -1.502  0.0001
N 4.392 3.116 -1.927  0.0000
S 3.410 1.269 -0.357  -0.0003
H 2.097 3.874 -2.504  0.0000
H 1.301 2.834 -1.406  0.0001
H 4.372 3.934 -2.516  0.0000
H 5.274 2.688 -1.709  0.0000
C -6.225 -0.652 -1.471  0.0025
C -4.821 -0.128 -1.590  -0.0007
C -4.545 1.224 -1.415  -0.0019
C -3.250 1.708 -1.530  0.0026
C -2.230 0.822 -1.836  -0.0054
C -2.472 -0.533 -2.013  0.0098
C -3.769 -0.996 -1.886  -0.0024
S -0.576 1.442 -1.989  0.0004
C -0.509 1.715 -3.752  0.0006
O 0.305 0.213 -1.764  0.0019
H -6.884 0.081 -1.009  0.0000
H -6.252 -1.564 -0.873  0.0000
H -6.629 -0.893 -2.456  -0.0001
H -5.350 1.908 -1.175  0.0003
H -3.039 2.762 -1.386  0.0005
H -1.650 -1.206 -2.229  -0.0008
H -3.971 -2.053 -2.010  0.0005
H -0.927 0.851 -4.266  0.0000
H 0.542 1.853 -4.001  0.0000
H -1.065 2.630 -3.959  0.0001
N 0.885 1.811 1.827  0.0038
C 0.602 3.108 1.360  0.0044
C 1.619 4.047 1.220  0.0004
C 1.449 5.111 0.345  0.0000
C 0.269 5.241 -0.371  -0.0001
C -0.819 4.448 -0.036  -0.0025
C -0.659 3.383 0.832  -0.0053
S 0.227 6.137 -1.920  0.0000
O -0.430 7.403 -1.690  0.0000
O -0.511 5.201 -2.772  0.0000
O 1.642 6.209 -2.286  0.0000
H 0.105 1.326 2.247  0.0042
H 1.710 1.726 2.404  0.0001
H 2.584 3.862 1.679  -0.0001
H 2.279 5.762 0.100  0.0000
H -1.750 4.594 -0.570  -0.0003
H -1.472 2.686 1.008  0.0020